1.
The following is a DFT calculation (wB97M-V/def2-TZVPD) of a structure of composition C33H28AsF10N4OSV at a distorted geometry.

Calculated values
calculated total energy: -6145.1140 Ha
⟨S²⟩: 2.02
HOMO level (alpha / beta): -7.19 / -7.25 eV
spin multiplicity: 3
gap between HOMO and LUMO (alpha / beta): 0.253 / 0.254 Eh

Each line ends with the Mulliken spin population.
Positions of all 79 atoms, in Å:
1 V 0.017 0.534 -0.280  2.032
2 C 0.934 3.236 -1.858  0.017
3 N 0.586 2.747 -0.492  -0.025
4 C -0.565 3.499 -0.036  0.053
5 C -1.811 2.937 -0.767  0.020
6 N -1.592 1.562 -1.194  0.010
7 C -2.641 0.961 -1.873  0.009
8 C -2.489 -0.282 -2.403  0.007
9 F -1.370 -0.962 -2.040  -0.012
10 C -3.393 -0.970 -3.201  0.004
11 F -3.090 -2.131 -3.737  0.000
12 C -4.615 -0.374 -3.537  -0.001
13 F -5.440 -1.009 -4.433  0.000
14 C -4.852 0.887 -2.988  0.001
15 F -5.926 1.590 -3.332  0.000
16 C -3.945 1.475 -2.128  -0.010
17 F -4.369 2.624 -1.571  0.000
18 C 1.789 2.905 0.259  0.004
19 C 2.744 1.756 -0.212  0.019
20 N 1.928 0.750 -0.895  -0.085
21 C 2.657 -0.216 -1.566  -0.028
22 C 3.770 -0.920 -1.133  -0.003
23 F 4.402 -0.611 0.013  0.000
24 C 4.391 -1.888 -1.873  0.001
25 F 5.387 -2.558 -1.273  0.000
26 C 3.875 -2.339 -3.068  -0.002
27 F 4.342 -3.464 -3.607  0.000
28 C 2.787 -1.652 -3.561  -0.001
29 F 2.295 -2.000 -4.776  0.000
30 C 2.215 -0.663 -2.810  0.032
31 F 1.155 0.003 -3.327  0.005
32 H 1.247 4.290 -1.824  0.001
33 H 0.098 3.148 -2.541  0.001
34 H 1.687 2.541 -2.264  -0.004
35 H -0.540 4.538 -0.338  0.004
36 H -0.683 3.423 1.038  -0.048
37 H -2.026 3.537 -1.689  -0.004
38 H -2.649 3.010 -0.109  0.000
39 H 1.510 2.663 1.278  -0.009
40 H 2.192 3.903 0.228  0.004
41 H 3.180 1.325 0.692  0.000
42 H 3.652 2.114 -0.834  -0.005
43 S 2.586 -0.664 3.262  0.003
44 C 1.738 0.683 3.901  -0.011
45 C 1.892 1.261 5.161  -0.002
46 C 1.153 2.428 5.377  0.001
47 C 0.226 2.921 4.446  0.006
48 C 0.019 2.224 3.289  -0.001
49 C 0.806 1.133 2.982  0.063
50 N 0.801 0.394 1.795  -0.015
51 C 1.551 -0.668 1.866  0.046
52 C 1.557 -1.695 0.873  -0.076
53 C 2.299 -2.895 1.082  0.003
54 C 2.381 -3.908 0.136  0.009
55 C 1.553 -3.752 -0.984  -0.008
56 C 0.746 -2.646 -1.147  0.009
57 C 0.667 -1.531 -0.241  -0.020
58 H 2.568 0.934 5.923  0.000
59 H 1.331 2.935 6.325  0.000
60 H -0.349 3.841 4.641  0.000
61 H -0.721 2.479 2.543  0.003
62 H 2.879 -2.910 2.018  0.001
63 H 3.093 -4.719 0.260  0.000
64 H 1.537 -4.497 -1.785  0.000
65 H 0.195 -2.551 -2.043  0.005
66 C -1.299 -2.625 2.417  0.003
67 As -2.397 -1.546 1.240  0.007
68 C -4.023 -1.094 2.192  -0.002
69 C -2.857 -2.784 -0.131  0.003
70 O -1.742 -0.098 0.790  -0.015
71 H -1.950 -3.399 2.852  0.000
72 H -0.872 -2.022 3.214  0.000
73 H -0.530 -3.168 1.862  0.000
74 H -4.865 -1.752 2.011  0.000
75 H -4.240 -0.121 1.751  0.000
76 H -3.810 -1.011 3.262  0.000
77 H -3.071 -3.731 0.348  0.001
78 H -1.965 -2.893 -0.710  0.001
79 H -3.734 -2.468 -0.715  0.000

***

2.
The following is a DFT calculation (wB97M-V/def2-TZVPD) of a structure of composition C33H28AuN4PS2 at a distorted geometry.

Calculated values
calculated total energy: -2766.2905 Ha
total charge: +2
HOMO level: -13.08 eV
gap between HOMO and LUMO: 0.245 Eh

Each line ends with the Mulliken charge.
Positions of all 69 atoms, in Å:
1 Au -1.073 0.501 -0.636  1.036
2 N 2.900 0.752 1.068  0.167
3 C 3.910 0.762 0.063  0.174
4 C 5.235 0.736 0.446  -0.842
5 C 6.237 0.706 -0.518  -0.706
6 C 5.903 0.674 -1.860  -0.779
7 C 4.565 0.714 -2.242  -0.774
8 C 3.576 0.780 -1.280  1.015
9 S 1.895 0.958 -1.812  -0.221
10 N 1.034 0.890 -0.321  -0.650
11 C 1.583 0.790 0.853  1.056
12 C 0.688 0.748 2.058  0.258
13 C 1.104 0.511 3.357  -0.741
14 C 0.152 0.566 4.368  -0.793
15 C -1.167 0.849 4.046  -0.845
16 C -1.493 1.031 2.709  -0.246
17 N -0.575 0.982 1.752  0.378
18 H 3.227 0.736 2.019  0.154
19 H 5.494 0.732 1.499  0.483
20 H 7.274 0.710 -0.213  0.446
21 H 6.676 0.626 -2.614  0.454
22 H 4.294 0.709 -3.291  0.497
23 H 2.129 0.272 3.607  0.422
24 H 0.444 0.392 5.394  0.470
25 H -1.927 0.924 4.811  0.479
26 H -2.513 1.227 2.398  0.459
27 S -5.252 2.084 -0.644  -0.265
28 C -5.441 0.365 -0.738  0.992
29 C -6.621 -0.371 -0.679  -0.715
30 C -6.532 -1.744 -0.767  -0.521
31 C -5.292 -2.370 -0.940  -0.632
32 C -4.130 -1.631 -1.007  0.065
33 C -4.201 -0.255 -0.883  -0.993
34 N -3.135 0.660 -0.888  -0.233
35 C -3.570 1.907 -0.767  1.031
36 C -2.610 2.978 -0.729  0.094
37 C -2.925 4.331 -0.646  -0.901
38 C -1.905 5.263 -0.637  -0.836
39 C -0.586 4.839 -0.730  -0.909
40 C -0.261 3.485 -0.796  -0.328
41 C -1.286 2.556 -0.787  0.620
42 H -7.578 0.120 -0.566  0.437
43 H -7.430 -2.343 -0.711  0.421
44 H -5.250 -3.448 -1.023  0.436
45 H -3.176 -2.089 -1.172  0.362
46 H -3.960 4.648 -0.593  0.457
47 H -2.133 6.316 -0.562  0.437
48 H 0.213 5.569 -0.749  0.447
49 H 0.775 3.198 -0.868  0.568
50 C -1.124 -3.245 -1.321  -1.578
51 P -0.460 -1.876 -0.307  1.108
52 C -0.852 -2.425 1.376  -1.256
53 C 1.315 -2.168 -0.511  0.558
54 C 1.839 -2.246 -1.802  -0.641
55 C 3.177 -2.548 -1.994  -0.957
56 C 4.010 -2.743 -0.899  -0.425
57 C 3.501 -2.643 0.387  -0.987
58 C 2.157 -2.356 0.584  -0.287
59 H -1.162 -2.977 -2.375  0.478
60 H -2.118 -3.528 -0.992  0.720
61 H -0.461 -4.100 -1.189  0.488
62 H -0.494 -3.446 1.517  0.445
63 H -1.935 -2.406 1.503  0.383
64 H -0.408 -1.771 2.125  0.327
65 H 1.198 -2.099 -2.663  0.363
66 H 3.566 -2.647 -2.999  0.468
67 H 5.053 -2.989 -1.049  0.515
68 H 4.145 -2.820 1.239  0.481
69 H 1.769 -2.314 1.595  0.413

***

3.
The following is a DFT calculation (wB97M-V/def2-TZVPD) of a structure of composition C33H28Cl2CrFN3O2SSi at a distorted geometry.

Calculated values
calculated total energy: -4341.5930 Ha
total charge: -1
⟨S²⟩: 0.78
HOMO level (alpha / beta): -4.42 / -4.32 eV
spin multiplicity: 2
gap between HOMO and LUMO (alpha / beta): 0.252 / 0.248 Eh

Each line ends with the Mulliken spin population.
Positions of all 72 atoms, in Å:
1 Cr 0.647 1.140 0.326  1.247
2 Cl 3.686 2.990 3.779  0.000
3 C 3.476 1.301 3.443  0.004
4 C 4.287 0.370 4.099  -0.002
5 C 4.154 -0.970 3.851  0.005
6 Cl 5.177 -2.098 4.702  0.000
7 C 3.206 -1.443 2.919  -0.005
8 C 2.983 -2.795 2.591  0.005
9 C 2.033 -3.102 1.657  -0.003
10 C 1.328 -2.074 1.014  0.005
11 N 1.502 -0.805 1.295  -0.011
12 C 2.411 -0.485 2.247  0.013
13 C 2.514 0.923 2.511  -0.005
14 O 1.735 1.725 1.882  -0.008
15 H 5.024 0.722 4.808  0.000
16 H 3.569 -3.565 3.074  0.000
17 H 1.823 -4.131 1.396  0.000
18 H 0.602 -2.291 0.252  0.006
19 C -1.192 -3.702 -0.940  0.000
20 Si -1.416 -1.834 -1.299  0.004
21 C -0.078 -1.415 -2.571  -0.006
22 C -3.089 -1.737 -2.197  0.000
23 N -1.243 -0.790 0.038  0.011
24 C -1.923 -0.920 1.200  -0.010
25 C -2.864 -1.931 1.548  0.000
26 C -3.469 -1.998 2.792  0.000
27 C -3.195 -1.066 3.788  0.000
28 C -2.316 -0.030 3.489  -0.001
29 C -1.748 0.015 2.244  0.003
30 F -0.947 1.076 1.941  0.000
31 H -1.516 -4.297 -1.800  0.000
32 H -1.777 -4.022 -0.074  0.000
33 H -0.149 -3.960 -0.736  0.000
34 H 0.266 -2.312 -3.096  0.000
35 H 0.787 -0.947 -2.098  0.001
36 H -0.468 -0.725 -3.327  0.000
37 H -3.120 -2.416 -3.055  0.000
38 H -3.258 -0.723 -2.567  0.000
39 H -3.923 -1.990 -1.534  0.000
40 H -3.104 -2.678 0.801  0.000
41 H -4.174 -2.800 2.985  0.000
42 H -3.654 -1.140 4.764  0.000
43 H -2.079 0.740 4.213  0.000
44 S -0.221 1.772 -4.062  -0.004
45 C -1.785 1.735 -3.305  0.002
46 C -3.026 1.923 -3.899  -0.001
47 C -4.145 1.912 -3.085  0.001
48 C -4.012 1.719 -1.709  0.000
49 C -2.779 1.498 -1.126  0.022
50 C -1.640 1.493 -1.933  -0.019
51 N -0.327 1.322 -1.522  -0.057
52 C 0.515 1.465 -2.513  -0.009
53 C 1.924 1.329 -2.278  0.014
54 C 2.893 1.475 -3.274  -0.005
55 C 4.221 1.301 -2.945  0.002
56 C 4.565 0.983 -1.631  -0.002
57 C 3.591 0.852 -0.654  -0.007
58 C 2.233 1.029 -0.936  -0.073
59 H -3.100 2.075 -4.969  0.000
60 H -5.125 2.057 -3.522  0.000
61 H -4.898 1.724 -1.085  0.000
62 H -2.682 1.313 -0.066  0.002
63 H 2.603 1.737 -4.286  0.000
64 H 4.991 1.411 -3.700  0.000
65 H 5.611 0.852 -1.375  0.000
66 H 3.902 0.615 0.359  -0.003
67 C -1.028 3.803 0.759  -0.026
68 C 0.204 3.118 0.189  -0.078
69 O 1.022 3.784 -0.422  -0.019
70 H -0.847 4.875 0.856  0.002
71 H -1.316 3.378 1.721  0.001
72 H -1.852 3.646 0.059  0.004